Formula: C42H104CrLiN5O14
Source: OMol25
Level of theory: wB97M-V/def2-TZVPD

Last column: Löwdin spin population.
CARTESIAN COORDINATES (ANGSTROEM)
1 Li -2.628 2.000 -2.433  0.001
2 Cr -3.596 -1.365 -2.448  3.990
3 C -1.900 4.669 -4.398  0.000
4 C -1.434 3.251 -4.891  0.000
5 C 0.091 3.148 -4.541  0.000
6 O -2.335 2.138 -4.617  0.000
7 H -1.559 4.840 -3.377  0.000
8 H -2.974 4.836 -4.323  0.000
9 H -1.468 5.478 -4.987  0.000
10 H -1.308 3.424 -5.960  0.000
11 H 0.597 4.111 -4.473  0.000
12 H 0.643 2.540 -5.258  0.000
13 H 0.315 2.722 -3.563  0.000
14 C -0.807 -0.251 0.482  0.001
15 C -0.820 0.259 -0.940  0.005
16 C 0.215 -0.399 -1.794  0.001
17 O -2.038 0.150 -1.609  0.044
18 H 0.202 -0.174 0.889  0.000
19 H -1.102 -1.291 0.619  0.000
20 H -1.480 0.379 1.064  0.000
21 H -0.508 1.290 -0.771  0.001
22 H 0.466 0.149 -2.702  0.000
23 H -0.032 -1.448 -1.956  0.000
24 H 1.135 -0.550 -1.231  0.000
25 C -2.137 -2.902 -6.253  0.001
26 C -1.684 -1.841 -5.231  -0.004
27 C -0.765 -0.922 -5.944  -0.003
28 O -2.783 -1.256 -4.487  -0.081
29 H -2.942 -3.508 -5.837  0.000
30 H -1.367 -3.630 -6.510  0.000
31 H -2.500 -2.443 -7.173  0.000
32 H -0.987 -2.238 -4.492  -0.003
33 H -1.216 -0.504 -6.844  0.000
34 H -0.013 -1.614 -6.323  0.000
35 H -0.286 -0.217 -5.265  0.000
36 C -7.951 3.715 2.664  0.000
37 O -6.682 3.799 3.348  0.000
38 C -6.489 2.668 4.105  0.000
39 C -4.925 2.460 4.407  0.000
40 N -4.511 1.125 3.869  0.000
41 C -3.087 0.924 4.066  0.000
42 C -2.638 0.813 5.533  0.000
43 O -3.243 -0.377 6.088  0.000
44 C -2.786 -0.757 7.358  0.000
45 H -8.155 4.708 2.263  0.000
46 H -8.823 3.505 3.283  0.000
47 H -7.966 2.987 1.853  0.000
48 H -6.860 1.717 3.722  0.000
49 H -7.075 2.773 5.018  0.000
50 H -4.683 2.705 5.441  0.000
51 H -4.348 3.287 3.994  0.000
52 H -4.946 0.433 4.462  0.000
53 H -2.531 1.792 3.711  0.000
54 H -2.830 0.000 3.549  0.000
55 H -2.925 1.697 6.103  0.000
56 H -1.550 0.847 5.590  0.000
57 H -2.706 0.094 8.034  0.000
58 H -1.803 -1.222 7.276  0.000
59 H -3.183 -1.585 7.944  0.000
60 C 1.430 5.226 -2.032  0.000
61 O 1.837 3.863 -2.010  0.000
62 C 3.091 3.537 -1.554  0.000
63 C 3.146 2.017 -1.767  0.000
64 N 4.464 1.541 -1.423  0.000
65 C 4.931 0.348 -2.065  0.000
66 C 5.552 -0.441 -0.908  0.000
67 O 6.785 0.068 -0.473  0.000
68 C 7.375 -0.601 0.666  0.000
69 H 0.826 5.468 -2.907  0.000
70 H 2.330 5.832 -2.135  0.000
71 H 1.033 5.541 -1.067  0.000
72 H 3.398 3.828 -0.550  0.000
73 H 3.779 3.964 -2.284  0.000
74 H 2.960 1.807 -2.820  0.000
75 H 2.300 1.670 -1.173  0.000
76 H 5.103 2.310 -1.561  0.000
77 H 5.628 0.574 -2.872  0.000
78 H 4.100 -0.104 -2.607  0.000
79 H 5.836 -1.385 -1.374  0.000
80 H 4.810 -0.636 -0.133  0.000
81 H 7.969 -1.492 0.462  0.000
82 H 6.536 -0.880 1.303  0.000
83 H 7.926 0.095 1.299  0.000
84 C 7.166 3.847 3.865  0.000
85 O 7.173 4.098 2.485  0.000
86 C 6.510 3.109 1.738  0.000
87 C 5.022 2.902 2.087  0.000
88 N 4.620 1.610 1.488  0.000
89 C 3.163 1.417 1.652  0.000
90 C 2.778 1.026 3.047  0.000
91 O 2.724 2.101 3.940  0.000
92 C 1.534 2.832 3.987  0.000
93 H 7.618 4.773 4.220  0.000
94 H 7.818 2.978 3.948  0.000
95 H 6.264 3.657 4.447  0.000
96 H 7.057 2.178 1.890  0.000
97 H 6.497 3.258 0.659  0.000
98 H 4.321 3.676 1.772  0.000
99 H 4.817 2.965 3.156  0.000
100 H 4.772 1.630 0.490  0.000
101 H 2.744 0.606 1.056  0.000
102 H 2.650 2.235 1.146  0.000
103 H 3.524 0.289 3.343  0.000
104 H 1.801 0.554 3.151  0.000
105 H 0.888 2.181 4.577  0.000
106 H 0.942 2.736 3.078  0.000
107 H 1.658 3.868 4.301  0.000
108 C 1.365 -2.760 2.844  0.000
109 O 2.268 -3.460 2.131  0.000
110 C 2.535 -2.953 0.774  0.000
111 C 1.564 -3.481 -0.359  0.000
112 N 1.878 -4.795 -0.865  0.000
113 C 1.764 -5.856 0.057  0.000
114 C 1.876 -7.055 -0.882  0.000
115 O 3.097 -7.467 -1.388  0.000
116 C 4.066 -8.020 -0.537  0.000
117 H 1.664 -1.748 3.115  0.000
118 H 1.076 -3.356 3.710  0.000
119 H 0.415 -2.629 2.325  0.000
120 H 3.521 -3.397 0.642  0.000
121 H 2.609 -1.865 0.788  0.000
122 H 1.762 -2.755 -1.148  0.000
123 H 0.524 -3.476 -0.033  0.000
124 H 2.840 -4.870 -1.160  0.000
125 H 0.827 -5.834 0.615  0.000
126 H 2.597 -5.771 0.754  0.000
127 H 1.220 -6.872 -1.733  0.000
128 H 1.484 -7.871 -0.275  0.000
129 H 3.567 -8.893 -0.117  0.000
130 H 4.345 -7.228 0.157  0.000
131 H 4.890 -8.289 -1.198  0.000
132 C -4.897 -0.854 1.168  0.001
133 O -4.313 -1.568 0.058  0.016
134 C -3.742 -2.827 0.434  0.002
135 C -3.188 -3.854 -0.574  0.007
136 N -2.385 -3.034 -1.448  0.009
137 C -1.550 -3.914 -2.243  0.004
138 C -2.333 -4.928 -3.197  0.002
139 O -2.814 -6.082 -2.540  0.000
140 C -3.404 -7.114 -3.398  0.000
141 H -4.999 0.204 0.925  0.000
142 H -4.214 -0.776 2.014  0.000
143 H -5.842 -1.210 1.579  0.000
144 H -4.360 -3.444 1.086  0.000
145 H -2.963 -2.524 1.133  0.000
146 H -3.957 -4.418 -1.100  0.002
147 H -2.617 -4.624 -0.056  0.000
148 H -1.616 -2.542 -1.017  0.002
149 H -1.054 -4.612 -1.568  0.000
150 H -0.693 -3.450 -2.731  0.000
151 H -1.562 -5.282 -3.882  0.000
152 H -3.008 -4.292 -3.769  0.002
153 H -2.603 -7.776 -3.727  0.000
154 H -4.069 -6.707 -4.159  0.000
155 H -3.982 -7.696 -2.680  0.000
156 C -2.518 5.726 -0.235  0.000
157 C -2.371 4.287 0.067  0.000
158 C -3.686 3.614 0.495  0.000
159 O -2.079 3.727 -1.210  0.000
160 H -2.654 6.057 -1.265  0.000
161 H -1.579 6.247 -0.050  0.000
162 H -3.245 6.100 0.486  0.000
163 H -1.720 4.235 0.940  0.000
164 H -4.009 4.113 1.409  0.000
165 H -3.545 2.566 0.760  0.000
166 H -4.520 3.709 -0.201  0.000
167 H -1.181 4.030 -1.365  0.000

Values from the calculation:
M   962.25 g/mol
Spin multiplicity   5
Highest occupied orbital energy (alpha / beta)   -6.05 / -6.05 eV
E_LUMO (alpha / beta)   -0.0177 / -0.0216 Eh